w | Below is the molecule C4H6, with properties calculated with wB97M-V/def2-TZVPD.

```
10
Properties=species:S:1:pos:R:3
C 2.0927 -0.6473 -0.4231
C 1.1042 -0.4467 0.2375
C -0.3180 -0.3846 0.5257
C -0.9822 0.8933 -0.0583
H 2.6138 -1.1584 -1.1977
H -0.6640 -0.6035 1.5371
H -0.4040 -1.3647 0.0113
H -1.3411 0.7406 -1.0806
H -0.2674 1.7303 -0.0948
H -1.8340 1.2410 0.5429
```

Results
Highest occupied orbital energy = -9.6 eV
Molecular weight = 54.1 g mol⁻¹
Net charge = 0
HOMO-LUMO gap = 10.692 eV

x | Below is a structure of composition C4H6, with properties calculated with wB97M-V/def2-TZVPD.

```
10
Properties=species:S:1:pos:R:3
C -1.5177 -0.0612 -0.2357
C -0.6539 0.7755 0.4873
C 0.7650 0.7157 0.2315
C 1.4431 -0.4007 -0.0515
H -1.1012 -0.5527 0.7529
H -1.2065 -0.4436 -1.2066
H -2.5831 0.0940 -0.1211
H 1.3670 1.6029 0.3627
H 2.5239 -0.3579 -0.1435
H 0.9635 -1.3719 -0.0761
```

Results
Highest occupied orbital energy = -7.9 eV
Molecular weight = 54.1 g mol⁻¹
Net charge = 0
HOMO-LUMO gap = 8.289 eV

w (42.3 kcal/mol below the next structure)

w | Below is the molecule C4H6, with properties calculated with wB97M-V/def2-TZVPD.

```
10
Properties=species:S:1:pos:R:3
C -0.2719 0.2128 -1.5817
C -0.6560 -0.0678 -0.3342
C 0.5938 -0.6012 0.6821
C -0.4565 0.4190 1.0029
H 0.7925 0.0536 -1.7055
H -0.7847 0.5962 -2.4585
H 0.7539 -1.2902 1.5268
H 1.3677 -0.7347 -0.0460
H -1.0540 -0.0611 1.7661
H -0.2849 1.4733 1.1480
```

Results
Highest occupied orbital energy = -7.9 eV
Molecular weight = 54.1 g mol⁻¹
Net charge = 0
HOMO-LUMO gap = 8.388 eV

x | Below is a structure of composition C4H6, with properties calculated with wB97M-V/def2-TZVPD.

```
10
Properties=species:S:1:pos:R:3
C -0.3848 0.9589 0.3863
C 0.6300 0.7561 -0.4982
C -0.6896 -0.3916 0.7932
C 0.5384 -0.6662 -0.7242
H -0.9253 1.8604 0.6462
H 1.3958 1.4302 -0.8608
H -0.0235 -0.8724 1.4976
H -1.7197 -0.7488 0.8351
H 1.4269 -1.2989 -0.7015
H -0.2482 -1.0276 -1.3737
```

Results
Highest occupied orbital energy = -9.1 eV
Molecular weight = 54.1 g mol⁻¹
Net charge = 0
HOMO-LUMO gap = 10.387 eV

x (46.6 kcal/mol below the next structure)

w | Below is a structure of composition C4H6, with properties calculated with wB97M-V/def2-TZVPD.

```
10
Properties=species:S:1:pos:R:3
C 0.4042 -1.0516 -0.3518
C -0.2431 -0.9377 0.7849
C 0.3536 0.4067 -0.7678
C -0.4339 0.9464 0.4078
H 0.8709 -1.9943 -0.7222
H -0.6313 -1.5353 1.5632
H 1.2591 0.9325 -0.6876
H -0.2018 0.5539 -1.6769
H -1.5073 1.1725 0.1371
H 0.1296 1.5068 1.3134
```

Results
Highest occupied orbital energy = -9.1 eV
Molecular weight = 54.1 g mol⁻¹
Net charge = 0
HOMO-LUMO gap = 10.422 eV

x | Below is the molecule C4H6, with properties calculated with wB97M-V/def2-TZVPD.

```
10
Properties=species:S:1:pos:R:3
C -0.3540 -1.0899 -0.8754
C 0.1460 -0.5192 0.3996
C 0.2026 0.7959 0.7548
C -0.6006 1.9284 0.5116
H 0.4784 -1.0125 -1.5982
H -1.1952 -0.5117 -1.2665
H -0.6118 -2.1496 -0.7821
H 0.7401 -1.1839 1.0242
H 1.1335 0.9199 1.3207
H 0.0611 2.8226 0.5114
```

Results
Highest occupied orbital energy (alpha / beta) = -8.1 / -8.6 eV
Molecular weight = 54.1 g mol⁻¹
Net charge = 0
HOMO-LUMO gap (alpha / beta) = 7.444 / 7.924 eV

w (25.6 kcal/mol below the next structure)

w | Below is the molecule C4H6, with properties calculated with wB97M-V/def2-TZVPD.

```
10
Properties=species:S:1:pos:R:3
C 0.4575 0.1852 0.6728
C -0.2796 0.9676 1.4246
C 0.7800 -0.6237 -0.5468
C -0.5681 -0.6625 -1.1511
H -1.2068 1.5084 1.1011
H 0.2202 1.2314 2.4392
H 1.5133 0.0218 -1.0436
H 1.2327 -1.5187 -0.2096
H -1.1987 -1.4696 -1.1735
H -0.9503 0.3602 -1.5130
```

Results
Highest occupied orbital energy (alpha / beta) = -7.7 / -8.1 eV
Molecular weight = 54.1 g mol⁻¹
Net charge = 0
HOMO-LUMO gap (alpha / beta) = 8.171 / 8.687 eV

x | Below is a structure of composition C4H6, with properties calculated with wB97M-V/def2-TZVPD.

```
10
Properties=species:S:1:pos:R:3
C 0.0802 0.2495 -1.2487
C -0.7847 0.2084 0.5774
C 1.1030 0.6750 -0.6989
C -0.6144 -0.8552 1.3503
H -0.6328 0.0240 -2.0125
H -1.5611 0.9465 0.7665
H 0.1700 -1.5808 1.1535
H 1.8360 0.9043 0.0428
H 1.6709 0.5177 -2.1208
H -1.2671 -1.0894 2.1905
```

Results
Highest occupied orbital energy = -7.6 eV
Molecular weight = 54.1 g mol⁻¹
Net charge = 0
HOMO-LUMO gap = 8.730 eV

w (53.1 kcal/mol below the next structure)

w | Below is a cluster of 2 separate species, H3N3O2S in total, with properties calculated with wB97M-V/def2-TZVPD.

```
9
Properties=species:S:1:pos:R:3
N 1.0297 1.4233 -0.2657
N 0.2823 -0.5281 -0.1013
N -1.1543 -0.4523 -0.3115
O -1.5549 0.3742 -1.0644
O -1.7744 -1.3481 0.2095
S 0.9141 -1.2533 1.2468
H 0.6496 1.8550 -1.1798
H 1.9604 1.1894 -0.4032
H -0.3525 -1.2602 1.8696
```

Results
Highest occupied orbital energy (alpha / beta) = -9.3 / -9.5 eV
Molecular weight = 109.1 g mol⁻¹
Net charge = 0
HOMO-LUMO gap (alpha / beta) = 8.673 / 8.013 eV

x | Below is a cluster of 2 separate species, H3N3O2S in total, with properties calculated with wB97M-V/def2-TZVPD.

```
9
Properties=species:S:1:pos:R:3
N -0.6927 -2.4264 0.4918
N -0.7627 -1.3456 0.0282
N 1.2423 1.3396 0.1092
O 2.2449 -0.9526 0.9699
O 1.8392 -0.5275 -1.4308
S 1.4390 -0.3959 -0.0313
H -1.4866 -2.9862 0.6963
H 1.0865 1.4034 1.1807
H 0.3865 1.6244 -0.2601
```

Results
Highest occupied orbital energy (alpha / beta) = -9.0 / -8.7 eV
Molecular weight = 109.1 g mol⁻¹
Net charge = 0
HOMO-LUMO gap (alpha / beta) = 8.042 / 8.276 eV

x (84.3 kcal/mol below the next structure)

w | Below is the molecule C4H4O2S, with properties calculated with wB97M-V/def2-TZVPD.

```
11
Properties=species:S:1:pos:R:3
C 1.2437 1.8063 -0.0048
C 0.4021 0.7727 -0.0053
S -1.3580 0.8084 0.0014
C -1.4181 -1.0271 0.0022
O -0.1040 -1.5396 -0.0019
C 0.9075 -0.6348 0.0004
O 2.0518 -0.9752 0.0003
H 0.9091 2.8418 -0.0150
H 2.2978 1.6144 0.0439
H -1.9424 -1.4054 -0.8915
H -1.9292 -1.3705 0.8969
```

Results
Highest occupied orbital energy = -9.0 eV
Molecular weight = 116.1 g mol⁻¹
Net charge = 0
HOMO-LUMO gap = 9.363 eV

x | Below is the molecule C4H4O2S, with properties calculated with wB97M-V/def2-TZVPD.

```
11
Properties=species:S:1:pos:R:3
C -2.0600 1.0067 1.1946
C -0.5881 0.4490 -0.4107
C -2.6688 1.2015 -1.0767
C 0.4758 -0.5397 -0.5455
O -2.7559 1.5804 0.2083
O -1.4431 0.5894 -1.3658
S -3.6353 1.4946 -2.3564
H -1.8085 1.7731 1.8091
H 1.5037 -0.0284 -0.5248
H 0.2313 -1.1018 -1.3607
H 0.5807 -0.9736 0.4823
```

Results
Highest occupied orbital energy (alpha / beta) = -7.9 / -7.9 eV
Molecular weight = 116.1 g mol⁻¹
Net charge = 0
HOMO-LUMO gap (alpha / beta) = 7.326 / 7.320 eV

w (143.3 kcal/mol below the next structure)

w | Below is a cluster of 2 separate species, C8H20O2 in total, with properties calculated with wB97M-V/def2-TZVPD.

```
30
Properties=species:S:1:pos:R:3
C -0.3612 3.5160 2.3606
C -0.4117 3.4065 0.7798
O 0.7856 2.7153 0.3780
C 0.7793 2.5172 -0.9997
C 1.6313 1.3885 -1.3428
H -0.3102 2.5456 2.8824
H -1.2292 4.0772 2.7455
H 0.5552 4.0863 2.5878
H -1.3209 2.8412 0.4982
H -0.5056 4.4262 0.3593
H -0.2201 2.1651 -1.3200
H 1.0310 3.4103 -1.6035
H 1.3387 1.1985 -2.3891
H 1.4839 0.4621 -0.7625
H 2.7021 1.6518 -1.3191
C 1.3432 -1.5278 -1.3608
C 0.4082 -2.7151 -1.0746
O -0.5565 -2.2966 -0.2110
C -1.4560 -3.3399 0.0650
C -1.9312 -3.1361 1.4773
H 0.8600 -0.5375 -1.4081
H 1.9837 -1.6496 -2.2505
H 1.9799 -1.5660 -0.4610
H -0.0015 -3.0996 -2.0284
H 1.0268 -3.5165 -0.6267
H -2.3709 -3.4279 -0.5520
H -0.9782 -4.3378 0.1026
H -2.6010 -3.9768 1.7247
H -2.5153 -2.2009 1.5053
H -1.1396 -3.0797 2.2433
```

Results
Highest occupied orbital energy = -9.8 eV
Molecular weight = 148.2 g mol⁻¹
Net charge = 0
HOMO-LUMO gap = 10.773 eV

x | Below is a cluster of 2 separate species, C8H20O2 in total, with properties calculated with wB97M-V/def2-TZVPD.

```
30
Properties=species:S:1:pos:R:3
C 0.0000 0.0000 0.0000
C -0.7902 -1.3483 0.2320
O -1.2514 -1.2954 1.4970
C -2.1152 -2.3113 1.8834
C -2.3700 -2.1576 3.4491
H 0.4882 0.0219 -0.9889
H 0.7815 0.0066 0.7784
H -0.6135 0.9100 0.1097
H -1.6058 -1.3591 -0.5165
H -0.1711 -2.2513 0.0683
H -3.1315 -2.2936 1.4450
H -1.6977 -3.3241 1.7246
H -3.2414 -1.5332 3.7088
H -1.4886 -1.7738 3.9898
H -2.5653 -3.1905 3.7831
C 4.3727 3.1804 -0.9069
C 4.0583 1.8705 -1.7140
O 5.1395 0.9703 -1.5710
C 4.8771 -0.3938 -1.6941
C 6.2708 -1.1593 -1.6816
H 3.4745 3.7959 -1.0829
H 5.2637 3.7746 -1.1706
H 4.4223 2.9291 0.1660
H 3.0903 1.5186 -1.3082
H 3.9299 2.0277 -2.8022
H 4.1224 -0.7992 -0.9929
H 4.5003 -0.5526 -2.7228
H 6.7210 -0.9304 -2.6622
H 6.2313 -2.2548 -1.5598
H 6.9166 -0.7405 -0.8916
```

Results
Highest occupied orbital energy = -9.6 eV
Molecular weight = 148.2 g mol⁻¹
Net charge = 0
HOMO-LUMO gap = 10.560 eV

x (15.2 kcal/mol below the next structure)